No. 1
{
  "formula": "C36H48GeIrNS3",
  "method": "the ωB97M-V functional and the def2-TZVPD basis",
  "species": ["Ir", "C", "C", "S", "C", "C", "S", "C", "C", "S", "H", "H", "H", "H", "H", "H", "H", "H", "H", "H", "H", "H", "C", "N", "C", "C", "C", "C", "C", "C", "C", "C", "H", "H", "H", "H", "H", "H", "H", "H", "H", "H", "H", "H", "C", "C", "C", "C", "H", "H", "H", "H", "H", "H", "H", "H", "H", "C", "Ge", "C", "C", "C", "C", "C", "C", "C", "C", "C", "C", "C", "C", "C", "C", "C", "C", "H", "H", "H", "H", "H", "H", "H", "H", "H", "H", "H", "H", "H", "H", "H"],
  "positions_angstrom": [[9.19, -15.97, -3.35], [12.94, -21.37, -4.61], [12.43, -21.78, -3.19], [10.70, -21.22, -2.88], [11.04, -19.72, -1.77], [11.86, -18.59, -2.40], [11.26, -17.50, -3.85], [10.52, -18.76, -5.05], [11.56, -19.36, -5.96], [11.62, -21.17, -5.86], [13.59, -22.16, -5.00], [13.60, -20.50, -4.50], [13.06, -21.36, -2.39], [12.40, -22.83, -3.08], [11.41, -20.02, -0.78], [10.03, -19.28, -1.68], [12.80, -19.01, -2.89], [12.18, -17.83, -1.66], [9.69, -18.24, -5.60], [10.26, -19.59, -4.40], [12.56, -18.96, -5.92], [11.24, -19.23, -7.00], [10.82, -14.18, -5.29], [9.46, -14.80, -5.21], [9.40, -15.57, -6.61], [8.50, -13.60, -5.18], [7.98, -13.37, -3.78], [7.42, -12.13, -3.41], [6.83, -12.02, -2.15], [6.74, -13.12, -1.31], [7.42, -14.31, -1.61], [8.11, -14.37, -2.82], [10.88, -13.42, -6.02], [11.51, -15.00, -5.51], [11.06, -13.77, -4.34], [9.72, -14.91, -7.42], [8.36, -15.96, -6.76], [10.05, -16.38, -6.39], [7.65, -13.86, -5.84], [9.02, -12.71, -5.54], [7.59, -11.26, -4.09], [6.37, -11.09, -1.91], [6.27, -13.10, -0.32], [7.48, -15.05, -0.78], [10.69, -15.74, 0.91], [10.52, -15.17, -0.51], [11.81, -14.73, -1.13], [9.71, -16.19, -1.36], [10.83, -14.96, 1.63], [11.55, -16.37, 1.02], [9.82, -16.28, 1.25], [9.96, -14.20, -0.43], [11.70, -14.66, -2.21], [12.67, -15.43, -0.95], [12.11, -13.72, -0.70], [8.82, -16.47, -0.75], [10.24, -17.17, -1.52], [7.12, -18.38, -5.46], [7.24, -17.56, -3.73], [5.44, -16.60, -3.70], [4.42, -16.74, -2.77], [3.24, -16.01, -2.85], [3.07, -15.10, -3.94], [4.10, -14.94, -4.91], [5.25, -15.76, -4.78], [6.62, -19.07, -2.56], [7.35, -19.18, -1.37], [7.06, -20.16, -0.46], [6.01, -21.07, -0.62], [5.18, -20.89, -1.76], [3.99, -21.67, -1.85], [3.06, -21.41, -2.79], [3.31, -20.39, -3.79], [4.50, -19.70, -3.81], [5.47, -19.86, -2.72], [6.09, -18.41, -5.88], [7.52, -19.41, -5.55], [7.69, -17.87, -6.25], [4.63, -17.36, -1.93], [2.43, -16.07, -2.07], [2.11, -14.62, -4.05], [3.93, -14.21, -5.70], [6.06, -15.74, -5.54], [8.07, -18.44, -1.10], [7.74, -20.32, 0.40], [5.85, -21.85, 0.14], [3.82, -22.42, -1.07], [2.10, -21.89, -2.84], [2.57, -20.17, -4.57], [4.61, -18.85, -4.48]],
  "e_lumo_ev": [-4.998, -9.961],
  "s_squared": 6.038,
  "e_tot_ha": -4830.32447,
  "homo_energy_ev": [-11.95, -11.97],
  "relative_energy_kcal_mol": 34.1,
  "multiplicity": 5,
  "total_charge": 2,
  "max_force_ev_per_a": 3.61
}

No. 2
{
  "formula": "C3H9N2S",
  "method": "the ωB97M-V functional and the def2-TZVPD basis",
  "species": ["N", "C", "C", "N", "C", "S", "H", "H", "H", "H", "H", "H", "H", "H", "H"],
  "positions_angstrom": [[1.99, -0.97, -0.27], [1.05, -0.18, 0.49], [-0.23, -0.80, 0.15], [-1.34, 0.14, 0.31], [-0.98, 1.45, -0.49], [0.75, 1.66, 0.04], [2.01, -0.81, -1.27], [2.95, -0.93, 0.03], [1.15, -0.25, 1.51], [-0.31, -1.23, -0.94], [-0.53, -1.66, 0.72], [-2.35, -0.15, -0.04], [-1.42, 0.23, 1.35], [-1.20, 1.29, -1.48], [-1.57, 2.21, -0.13]],
  "e_lumo_ev": -3.750,
  "e_tot_ha": -627.11193,
  "homo_energy_ev": -13.39,
  "relative_energy_kcal_mol": 36.5,
  "total_charge": 1,
  "max_force_ev_per_a": 5.16
}

No. 3
{
  "formula": "C3H6N2O2S",
  "method": "the ωB97M-V functional and the def2-TZVPD basis",
  "species": ["C", "C", "C", "N", "N", "O", "O", "S", "H", "H", "H", "H", "H", "H"],
  "positions_angstrom": [[-2.31, 0.92, 0.46], [-2.07, -0.12, -0.13], [-1.55, -1.21, -0.91], [1.61, 1.18, 1.21], [1.68, 0.91, -0.14], [2.58, -1.44, 0.17], [0.01, -0.96, -1.01], [1.88, -0.71, -0.82], [-2.65, 1.88, 0.80], [-2.12, -1.12, -1.80], [-1.48, -2.18, -0.46], [2.62, 1.20, 1.60], [0.98, 0.44, 1.60], [0.81, 1.21, -0.58]],
  "e_lumo_ev": -0.285,
  "e_tot_ha": -775.86879,
  "homo_energy_ev": -9.37,
  "relative_energy_kcal_mol": 170.3,
  "max_force_ev_per_a": 3.86
}

No. 4
{
  "formula": "C34H54B3Br2F9N6O4",
  "method": "the ωB97M-V functional and the def2-TZVPD basis",
  "species": ["C", "C", "O", "C", "B", "O", "B", "C", "Br", "C", "C", "Br", "O", "B", "C", "F", "F", "C", "F", "F", "C", "F", "F", "C", "F", "F", "F", "O", "H", "H", "H", "H", "H", "H", "H", "H", "H", "H", "H", "H", "C", "C", "C", "C", "N", "H", "H", "H", "H", "H", "H", "H", "C", "C", "C", "C", "N", "H", "H", "H", "H", "H", "H", "H", "C", "C", "C", "C", "N", "H", "H", "H", "H", "H", "H", "H", "C", "C", "C", "C", "N", "H", "H", "H", "H", "H", "H", "H", "C", "C", "C", "C", "N", "H", "H", "H", "H", "H", "H", "H", "C", "C", "C", "C", "N", "H", "H", "H", "H", "H", "H", "H"],
  "positions_angstrom": [[-4.48, 2.68, -4.50], [-4.15, 1.40, -5.25], [-2.97, 0.81, -4.72], [-1.92, 0.55, -5.65], [-0.60, 0.66, -4.79], [-0.47, -0.03, -3.61], [0.11, 0.64, -2.55], [0.13, 0.08, -1.08], [1.92, -0.62, -0.73], [-0.22, 1.17, -0.08], [-0.15, 0.79, 1.38], [-2.05, 1.69, -0.62], [0.72, 1.87, -2.80], [0.84, 2.31, -4.08], [1.46, 3.78, -4.36], [1.37, 4.07, -5.68], [0.77, 4.75, -3.70], [2.97, 3.93, -4.02], [3.58, 2.88, -4.63], [3.45, 5.05, -4.56], [3.35, 3.92, -2.49], [2.24, 3.89, -1.72], [4.02, 5.03, -2.19], [4.22, 2.72, -2.06], [5.41, 2.76, -2.67], [4.42, 2.75, -0.74], [3.62, 1.57, -2.36], [0.42, 1.55, -5.13], [-4.84, 2.46, -3.50], [-5.25, 3.24, -5.03], [-3.59, 3.30, -4.41], [-4.96, 0.67, -5.15], [-4.03, 1.60, -6.32], [-1.92, 1.28, -6.47], [-2.03, -0.45, -6.10], [-0.56, -0.76, -0.98], [0.38, 2.06, -0.29], [0.87, 0.95, 1.74], [-0.44, -0.25, 1.54], [-0.81, 1.44, 1.96], [0.90, -3.97, 2.06], [-0.47, -4.63, 2.22], [-1.37, -4.46, 0.99], [-1.73, -3.06, 0.78], [-1.97, -1.95, 0.61], [0.81, -2.89, 1.94], [1.51, -4.15, 2.95], [1.43, -4.36, 1.20], [-0.97, -4.22, 3.09], [-0.34, -5.70, 2.39], [-2.30, -5.03, 1.12], [-0.88, -4.84, 0.09], [-2.87, -3.73, 6.80], [-3.64, -2.53, 6.29], [-3.29, -2.18, 4.84], [-1.90, -1.77, 4.68], [-0.81, -1.44, 4.56], [-1.79, -3.53, 6.83], [-3.18, -3.99, 7.81], [-3.05, -4.60, 6.18], [-3.46, -1.66, 6.92], [-4.71, -2.74, 6.33], [-3.92, -1.38, 4.46], [-3.47, -3.05, 4.20], [-3.01, 5.62, 0.14], [-2.20, 6.61, 0.96], [-0.70, 6.28, 0.96], [-0.44, 4.99, 1.60], [-0.27, 3.95, 2.07], [-2.94, 4.61, 0.56], [-4.06, 5.90, 0.13], [-2.66, 5.57, -0.89], [-2.56, 6.65, 1.99], [-2.32, 7.62, 0.55], [-0.13, 7.05, 1.49], [-0.32, 6.23, -0.06], [4.32, -1.21, -4.15], [5.47, -2.17, -3.94], [5.15, -3.24, -2.88], [4.93, -2.64, -1.56], [4.72, -2.14, -0.55], [4.09, -0.66, -3.24], [4.56, -0.48, -4.93], [3.41, -1.74, -4.46], [6.37, -1.63, -3.63], [5.72, -2.69, -4.87], [5.96, -3.96, -2.79], [4.25, -3.79, -3.16], [8.37, 1.97, -0.80], [7.39, 0.90, -0.36], [7.53, 0.54, 1.12], [8.83, -0.05, 1.42], [9.87, -0.50, 1.65], [9.40, 1.63, -0.69], [8.21, 2.23, -1.85], [8.25, 2.89, -0.22], [7.52, 0.00, -0.96], [6.36, 1.24, -0.51], [6.76, -0.17, 1.42], [7.41, 1.43, 1.75], [-7.51, -3.57, 3.72], [-8.34, -4.68, 4.35], [-8.07, -4.83, 5.85], [-6.68, -5.21, 6.12], [-5.58, -5.48, 6.31], [-6.45, -3.77, 3.80], [-7.75, -3.46, 2.66], [-7.71, -2.61, 4.20], [-8.13, -5.63, 3.85], [-9.40, -4.48, 4.22], [-8.72, -5.58, 6.29], [-8.27, -3.89, 6.37]],
  "e_lumo_ev": 0.410,
  "e_tot_ha": -8079.10222,
  "homo_energy_ev": -9.66,
  "max_force_ev_per_a": 0.85
}